Entry 1:
Density functional theory data (the ωB97M-V functional and the def2-TZVPD basis) for a 14-piece molecular cluster, C70H70N14 overall.

```
154
Properties=species:S:1:pos:R:3:lowdin_charge:R:1
N 3.82547 -4.00069 21.58582 0.06
C 3.89643 -3.81795 20.23524 -0.15
C 2.74774 -3.64605 19.49880 -0.09
C 1.48910 -3.69585 20.07742 -0.09
C 1.41511 -3.84941 21.44535 -0.07
C 2.59776 -3.95969 22.18565 -0.12
H 4.85399 -3.72013 19.74546 0.10
H 2.79223 -3.42348 18.44292 0.10
H 0.53292 -3.60122 19.58430 0.09
H 0.42242 -3.76064 21.86139 0.09
H 2.56894 -4.11886 23.25348 0.09
N -2.72472 -10.16221 22.47930 0.06
C -2.96984 -10.59588 21.19076 -0.14
C -2.12868 -11.52253 20.51877 -0.06
C -0.99348 -12.03447 21.24257 -0.05
C -0.78403 -11.67017 22.57172 -0.07
C -1.63604 -10.73601 23.14008 -0.13
H -3.70826 -10.07554 20.59882 0.09
H -2.38053 -11.87145 19.52820 0.09
H -0.24774 -12.62123 20.72683 0.10
H 0.06105 -11.96451 23.17638 0.08
H -1.42053 -10.30613 24.10713 0.08
N 1.70052 -3.93501 30.11634 0.07
C 2.49826 -4.77161 30.78535 -0.16
C 2.84523 -6.04133 30.29973 -0.06
C 2.55207 -6.34471 28.95350 -0.08
C 1.86336 -5.41408 28.16249 -0.10
C 1.42803 -4.28357 28.80316 -0.15
H 2.75013 -4.41535 31.77329 0.10
H 3.41740 -6.73003 30.90365 0.09
H 2.70296 -7.33933 28.56056 0.08
H 1.63732 -5.47252 27.10803 0.09
H 0.96292 -3.55208 28.15895 0.09
N -4.40849 -2.82590 25.50630 0.06
C -5.58324 -2.86747 24.79283 -0.11
C -6.74195 -2.18268 25.16568 -0.09
C -6.75765 -1.46793 26.31434 -0.07
C -5.59362 -1.54617 27.10753 -0.06
C -4.47855 -2.26272 26.72207 -0.16
H -5.57999 -3.37974 23.84205 0.08
H -7.52925 -2.13346 24.42804 0.11
H -7.60152 -0.82608 26.52000 0.11
H -5.56039 -1.09088 28.08631 0.10
H -3.60105 -2.39831 27.33689 0.11
N 5.57984 -6.56303 26.44055 0.05
C 6.51901 -5.91248 25.78385 -0.18
C 6.50814 -5.67260 24.42713 -0.07
C 5.45149 -6.15938 23.65923 -0.08
C 4.45250 -6.90900 24.29685 -0.05
C 4.52482 -6.98464 25.71777 -0.14
H 7.42989 -5.80803 26.35464 0.10
H 7.36853 -5.26422 23.91786 0.10
H 5.45209 -6.21284 22.58055 0.08
H 3.67699 -7.35255 23.69001 0.07
H 3.87728 -7.60609 26.31853 0.07
N -7.27271 -5.70521 22.95882 0.05
C -7.10269 -6.82718 23.62474 -0.18
C -6.10082 -7.73209 23.40482 -0.09
C -5.20072 -7.53783 22.38274 -0.07
C -5.26759 -6.27194 21.69876 -0.05
C -6.31537 -5.38025 22.01726 -0.13
H -7.92321 -6.98080 24.30997 0.11
H -5.98215 -8.63748 23.98151 0.09
H -4.40158 -8.25466 22.26472 0.06
H -4.63252 -5.98730 20.87288 0.07
H -6.49254 -4.51895 21.39023 0.10
N -1.54263 -2.03305 20.27991 0.05
C -0.69191 -1.11202 20.67976 -0.19
C -0.65752 -0.54479 21.94999 -0.07
C -1.58173 -0.99660 22.87849 -0.07
C -2.42222 -2.04964 22.52574 -0.06
C -2.35989 -2.56503 21.19622 -0.12
H -0.02779 -0.73615 19.91551 0.10
H -0.00744 0.29951 22.12594 0.10
H -1.56288 -0.74224 23.92794 0.10
H -3.04514 -2.55597 23.24823 0.06
H -2.91395 -3.41894 20.83529 0.08
N -3.67399 -5.12808 29.57965 0.06
C -2.39614 -5.43773 29.87213 -0.13
C -1.53821 -5.96059 28.90244 -0.07
C -1.88655 -5.95409 27.53815 -0.04
C -3.19579 -5.56069 27.24158 -0.09
C -4.03787 -5.16679 28.28504 -0.18
H -2.11418 -5.49361 30.91317 0.10
H -0.56807 -6.27729 29.25592 0.08
H -1.25537 -6.38125 26.77294 0.08
H -3.49505 -5.42463 26.21283 0.07
H -5.04000 -4.79648 28.12696 0.10
N 0.76212 0.50083 26.60475 0.06
C 0.70124 -0.80725 26.27229 -0.18
C 1.19680 -1.28597 25.12558 -0.10
C 1.95022 -0.44906 24.26587 -0.06
C 2.08842 0.89562 24.62639 -0.08
C 1.48301 1.34246 25.80455 -0.13
H 0.22625 -1.51983 26.93033 0.09
H 1.07943 -2.34216 24.93295 0.08
H 2.33940 -0.78561 23.31631 0.10
H 2.56701 1.66936 24.04443 0.09
H 1.50162 2.36628 26.14780 0.10
N 1.60887 -8.81325 26.14083 0.06
C 0.73927 -8.92803 27.13060 -0.15
C 0.14797 -10.12782 27.43412 -0.07
C 0.43647 -11.26954 26.66997 -0.06
C 1.23262 -11.11044 25.53488 -0.07
C 1.90199 -9.87625 25.38719 -0.12
H 0.64727 -8.05544 27.76028 0.08
H -0.41049 -10.17572 28.35728 0.10
H 0.07265 -12.19810 27.08448 0.11
H 1.49211 -11.97135 24.93665 0.09
H 2.65510 -9.70956 24.63125 0.08
N 3.09832 -9.49860 22.01029 0.05
C 2.28036 -8.63797 21.41742 -0.16
C 2.72538 -7.73926 20.44605 -0.06
C 4.04239 -7.83481 20.05787 -0.07
C 4.93729 -8.77692 20.61737 -0.06
C 4.38685 -9.55025 21.59130 -0.16
H 1.24494 -8.70785 21.71645 0.09
H 2.13390 -6.89065 20.13557 0.10
H 4.46440 -7.09156 19.39764 0.10
H 5.96263 -8.89194 20.29821 0.11
H 4.99263 -10.25612 22.14009 0.10
N -2.27518 -5.74877 19.65248 0.05
C -2.26222 -5.28522 18.36759 -0.12
C -2.15408 -6.16228 17.27089 -0.06
C -2.04737 -7.51647 17.50703 -0.09
C -1.84052 -7.97447 18.77893 -0.08
C -1.97620 -7.08135 19.84782 -0.12
H -2.36418 -4.21297 18.28838 0.09
H -2.15334 -5.72602 16.28292 0.10
H -1.98447 -8.27467 16.74050 0.11
H -1.52463 -8.97055 19.05177 0.09
H -1.79099 -7.45142 20.84539 0.08
N -0.04080 -4.88996 24.65990 0.07
C 0.29087 -6.19763 24.36219 -0.14
C -0.64244 -7.14028 23.94915 -0.07
C -1.96124 -6.70669 23.71743 -0.05
C -2.22362 -5.35651 23.94866 -0.10
C -1.29866 -4.46694 24.43739 -0.16
H 1.33435 -6.46111 24.45231 0.08
H -0.32199 -8.15570 23.76844 0.07
H -2.81580 -7.32277 23.47958 0.07
H -3.19861 -4.92874 23.76757 0.09
H -1.53670 -3.45846 24.74188 0.09
N -4.23170 -9.57133 29.05547 0.06
C -4.94100 -8.58704 28.42121 -0.13
C -4.89927 -8.42209 27.03106 -0.09
C -4.21127 -9.30631 26.20344 -0.06
C -3.48479 -10.35400 26.84445 -0.06
C -3.53884 -10.41554 28.24821 -0.16
H -5.29772 -7.77684 29.03986 0.10
H -5.31850 -7.48957 26.68312 0.09
H -4.00846 -9.08166 25.16671 0.07
H -2.74033 -10.96040 26.35001 0.08
H -2.88136 -11.03569 28.83941 0.09
```

Computed properties:
**HOMO level**: -9.1 eV
**Lowest unoccupied orbital energy**: 0.0892 eV

Entry 2:
Density functional theory data (the ωB97M-V functional and the def2-TZVPD basis) for C5H8ClNO4S2 as an isolated structure.

```
21
Properties=species:S:1:pos:R:3:lowdin_charge:R:1
C -2.10239 0.14051 -0.81133 -0.45
C -1.20021 -0.92408 -0.36436 -0.39
C 2.67435 -0.83250 -0.03058 -0.12
C -1.71170 -2.23014 -0.31187 0.13
C -0.55657 2.33225 0.58050 -0.25
N 0.06967 -0.41683 0.17986 -0.31
O 0.95134 -0.41257 -2.03831 -0.30
O 1.52123 1.51073 -0.75065 -0.35
O -1.12727 0.43669 2.32436 -0.27
O 1.27407 0.81798 1.82075 -0.31
S 1.33427 0.07585 -0.73860 0.55
S -0.08371 0.78082 1.39986 0.60
Cl -1.34434 1.53223 -1.31240 0.94
H -3.20360 -0.09809 -0.86071 0.11
H 3.06990 -0.21257 0.75001 0.05
H 2.01917 -1.63184 0.35422 0.07
H 3.41160 -1.26810 -0.85344 0.13
H -1.18167 -2.91131 0.27242 0.05
H -2.58213 -2.39352 -0.81270 0.03
H -1.45441 2.73148 1.01355 0.04
H 0.22239 2.97301 0.18942 0.04
```

Computed properties:
**HOMO level (spin up / spin down)**: -8.4 / -7.9 eV
**Lowest unoccupied orbital energy (spin up / spin down)**: -0.4492 / -1.1436 eV

Entry 3:
Density functional theory data (the ωB97M-V functional and the def2-TZVPD basis) for an isolated molecule of C3H6N4O.

```
14
Properties=species:S:1:pos:R:3:lowdin_charge:R:1
H -3.51016 -0.34734 -0.38734 0.10
N -2.82003 0.46316 -0.04536 0.13
C -1.56481 0.23658 -0.00331 -0.64
N -0.71159 -0.83506 -0.16837 0.00
N 0.44968 -0.84941 0.56142 -0.16
C 1.57872 -0.32038 -0.17081 -0.19
C 1.32833 1.26149 -0.07195 -0.11
N 0.20714 1.90054 0.02178 0.10
O -0.96242 1.19462 0.51482 -0.04
H -0.99761 -1.65530 -0.64754 0.13
H 0.48090 -1.74541 1.43967 0.26
H 1.58470 -0.70491 -1.21294 0.10
H 2.59981 -0.62840 0.36842 0.14
H 2.33734 2.02982 -0.19851 0.17
```

Computed properties:
**SMILES**: [H]/N=C1\NNCC=NO1
**HOMO level**: -8.8 eV
**Lowest unoccupied orbital energy**: 0.4305 eV

Entry 4:
Density functional theory data (the ωB97M-V functional and the def2-TZVPD basis) for an isolated molecule of C2H8NOP.

```
13
Properties=species:S:1:pos:R:3:lowdin_charge:R:1
C -0.80713 -0.91830 1.27070 -0.20
C 0.13048 0.19643 0.67020 -0.30
P -0.46644 0.27328 -1.41735 0.77
N 0.50242 1.59015 -1.97040 -0.24
O 0.25111 -1.07434 -1.79250 -0.36
H -1.40912 -0.62864 2.04030 0.01
H -1.60799 -1.10350 0.48052 0.04
H -0.33427 -1.88276 1.45463 0.06
H 1.17293 -0.14330 0.71578 0.04
H -0.06079 1.18397 1.10851 0.04
H 1.52091 1.49782 -2.01187 0.03
H 0.09763 2.45751 -2.32018 0.02
H 1.08412 -1.38118 -1.38055 0.08
```

Computed properties:
**SMILES**: CCP(N)O
**HOMO level**: -8.2 eV
**Lowest unoccupied orbital energy**: 0.8907 eV

Entry 5:
Density functional theory data (the ωB97M-V functional and the def2-TZVPD basis) for C30H41CrNO2P as an isolated structure.

```
76
Properties=species:S:1:pos:R:3:lowdin_spin:R:1
Cr 1.00263 0.35757 -0.02596 3.00
C 4.63403 0.70847 -0.68316 0.00
C 3.54313 1.09557 0.25494 0.00
C 3.25843 0.31977 1.37124 0.03
C 2.28163 0.70597 2.26784 0.02
C 1.58893 1.88187 2.06754 0.02
C 1.86373 2.66437 0.96494 0.02
C 2.83143 2.27167 0.06164 0.00
H 4.71953 -0.37303 -0.76666 0.00
H 5.60003 1.08867 -0.34806 0.00
H 4.44953 1.09467 -1.68546 0.00
H 3.80803 -0.59173 1.53534 0.00
H 2.06093 0.09547 3.12824 0.00
H 0.84383 2.19657 2.77904 0.00
H 1.32653 3.58567 0.81244 0.00
H 3.04743 2.87657 -0.80286 0.00
C -0.50097 4.46747 0.90694 0.00
C -1.46037 3.27647 0.92424 0.00
C -1.73667 2.89097 2.38244 0.00
P -0.80097 1.81717 -0.02596 0.02
C -0.73357 2.46057 -1.76766 0.02
C 0.66313 3.03337 -2.05626 0.00
C -1.01927 1.40287 -2.83506 -0.01
C -2.22047 0.68177 -0.04326 0.01
C -3.57387 1.04437 -0.08726 0.00
C -4.57577 0.07107 -0.01176 0.01
C -6.02317 0.44977 -0.02866 0.00
C -4.20037 -1.26633 0.13664 0.00
C -2.84927 -1.62593 0.15774 0.01
C -1.83277 -0.66723 0.02874 0.00
N -0.49517 -0.87973 -0.02596 -0.01
C -0.01407 -2.15363 -0.03666 0.02
C 0.73153 -2.61863 1.07874 -0.01
C 0.94003 -1.73023 2.28174 0.00
C 1.30253 -3.90593 1.08394 0.00
C 1.16883 -4.75923 -0.01026 -0.02
C 1.75583 -6.13543 0.00274 0.00
C 0.44593 -4.31323 -1.11666 0.01
C -0.11697 -3.02133 -1.15756 -0.02
C -0.86477 -2.63683 -2.40936 0.00
H -0.85457 5.26137 1.57484 0.00
H -0.43907 4.91167 -0.09106 0.00
H 0.50963 4.18807 1.22454 0.00
H -2.39877 3.61477 0.47244 0.00
H -0.82377 2.56477 2.89414 0.00
H -2.47137 2.08367 2.46454 0.00
H -2.14027 3.74707 2.93524 0.00
H -1.47677 3.25847 -1.87776 0.00
H 1.43393 2.25437 -2.00146 -0.01
H 0.95393 3.82177 -1.35846 0.00
H 0.70143 3.46367 -3.06346 0.00
H -0.28787 0.58937 -2.79616 -0.01
H -0.95967 1.84417 -3.83676 0.00
H -2.02067 0.97327 -2.74066 0.00
H -3.85177 2.08757 -0.17656 0.00
H -6.16397 1.47277 -0.39306 0.00
H -6.44137 0.38237 0.98044 0.00
H -6.58477 -0.21393 -0.69446 0.00
H -4.94877 -2.04633 0.22964 0.00
H -2.58577 -2.67513 0.26834 0.00
H -0.02107 -1.42943 2.71094 0.00
H 1.51533 -0.84123 2.00284 0.00
H 1.49913 -2.24753 3.06894 0.00
H 1.86163 -4.23213 1.95564 0.00
H 2.49753 -6.24623 0.80064 0.00
H 2.26363 -6.34393 -0.94496 0.00
H 0.96793 -6.87903 0.15734 0.00
H 0.32303 -4.96833 -1.97466 0.00
H -0.43837 -3.14073 -3.28416 0.00
H -0.80147 -1.56773 -2.61486 0.00
H -1.91587 -2.92903 -2.32696 0.00
O 3.33883 -2.89963 -0.03876 0.01
C 2.79613 -1.76283 -0.03706 0.01
O 1.58223 -1.42623 -0.02596 0.00
H 3.53023 -0.88753 -0.04726 0.00
H 1.00263 0.35757 -1.71896 -0.10
```

Computed properties:
**Multiplicity**: 4
**HOMO level (spin up / spin down)**: -5.7 / -5.6 eV
**⟨S²⟩**: 3.868
**Lowest unoccupied orbital energy (spin up / spin down)**: -0.0656 / -0.3165 eV

no.,calculated total energy (eV)
1,-94582.1970
2,-49180.3428
3,-11209.7002
4,-15029.7642
5,-75062.7484